No. 1
C9H7NO in the gas phase. Source: the OMol25 dataset; level of theory: ωB97M-V/def2-TZVPD.

## Properties
Structure (SMILES): c1ccc(-c2ccco2)nc1
HOMO (eV): -8.32
Energy relative to the best compared isomer or geometry (same formula, charge and spin) (kJ/mol): 260.05

Structure (XYZ):
```
18
Properties=species:S:1:pos:R:3:forces:R:3
O 1.915 -0.080 0.653 0.702 -0.920 2.198
N -1.226 0.344 -1.009 0.781 -1.106 2.498
C -2.547 0.278 -0.679 0.822 1.907 -3.950
C -0.343 0.047 0.007 -2.938 -0.553 1.000
C 1.644 0.034 -1.553 4.881 -1.146 7.000
C -2.219 -0.205 1.614 3.010 0.463 -5.304
C 3.052 -0.013 -1.204 -0.725 0.281 -0.586
C -3.070 0.017 0.545 -1.418 0.504 1.032
C 1.064 -0.045 -0.343 -2.527 0.868 -0.717
C 3.145 -0.111 0.136 2.426 -0.529 0.542
C -0.863 -0.262 1.361 3.081 1.051 -0.553
H 1.231 0.225 -2.374 -3.302 1.182 -6.654
H 3.862 0.136 -1.860 0.801 -0.217 -0.668
H -2.341 -0.467 2.536 -2.334 -1.095 5.428
H -4.132 0.168 0.722 0.085 -0.368 -0.198
H -3.119 0.653 -1.640 0.376 -1.116 2.443
H 4.060 -0.339 0.804 -2.033 0.755 -1.072
H -0.113 -0.379 2.284 -1.686 0.039 -2.439
```
Forces are in eV/Å.

Mulliken atomic charge list, values in e, 5 entries:
1. O -0.308
2. N -0.483
3. C 0.024
4. C 0.325
5. C -0.669

No. 2
A molecular structure, C29H76N4O13PSn3. Source: the OMol25 dataset; level of theory: ωB97M-V/def2-TZVPD.

## Properties
Net charge: +3
HOMO (eV): -15.06
Energy relative to the best compared isomer or geometry (same formula, charge and spin) (kJ/mol): 0.00

Structure (XYZ):
```
126
Properties=species:S:1:pos:R:3:forces:R:3
Sn -1.947 -0.405 -3.909 0.883 -3.086 2.121
Sn -4.204 1.336 -0.320 3.283 -1.754 1.376
Sn 0.000 3.270 -1.834 2.202 -0.047 1.665
P -1.104 0.000 -0.569 1.434 -0.636 1.149
O 2.386 3.365 -3.247 -2.912 -2.054 -0.604
O -4.203 -2.073 -4.074 -0.218 0.814 0.488
O -2.409 -0.614 -1.176 -2.732 2.034 -1.144
O -0.808 5.256 -0.221 0.367 -1.008 -0.827
O 1.360 -0.301 -3.639 0.114 0.263 -1.199
O 1.860 -1.993 0.971 0.983 0.340 0.078
O -0.507 -1.018 0.341 -0.603 0.209 0.185
O -2.887 -2.791 0.785 0.807 -0.012 -1.115
O -1.439 1.330 0.216 -2.292 0.748 -1.363
O -2.999 0.768 6.288 -0.487 0.420 -0.331
O -0.141 -2.668 -4.450 -0.090 0.058 0.247
O -0.175 0.350 -1.747 -1.008 1.280 -1.088
O 3.539 2.945 3.345 0.238 -0.327 0.658
N -2.024 -3.075 -2.476 -0.097 2.559 0.114
N 1.968 4.695 -0.804 -0.854 -0.828 0.053
N -2.743 0.616 2.654 0.090 -0.641 -2.051
N 1.314 1.943 0.587 -0.637 -0.045 -0.747
C 1.496 5.987 -0.342 -0.574 1.633 0.219
C 1.949 -3.146 1.861 -0.979 0.642 -1.440
C -2.216 -3.821 1.591 -2.372 1.124 0.277
C -3.261 -3.791 -2.647 0.444 -0.779 -0.679
C -4.360 -2.759 -2.843 0.066 -0.881 1.148
C -3.912 0.292 7.303 1.942 -0.150 -0.422
C 2.574 -2.801 3.185 -0.101 -0.049 0.676
C -3.331 -4.846 1.697 0.429 -1.278 1.463
C -2.084 5.176 0.427 0.506 0.755 0.225
C 3.200 4.674 -1.628 0.938 -0.124 1.317
C -0.750 -3.728 -2.388 0.929 0.534 -0.358
C 2.642 -4.285 1.140 -0.381 -0.633 0.006
C 3.642 0.165 -4.286 1.087 -1.845 -1.039
C 3.024 -1.647 -2.547 0.062 -0.266 -1.250
C 0.440 -2.761 -5.753 0.709 0.694 0.384
C 0.240 5.929 0.497 -0.199 -0.640 0.865
C 4.845 2.654 3.880 -0.584 0.447 -0.124
C 3.307 2.497 2.048 -0.878 0.122 0.078
C 2.739 -0.284 -3.182 -1.542 0.632 1.296
C -2.397 1.008 4.025 -0.595 0.366 -0.487
C -4.660 -2.826 -5.201 0.401 -0.197 -0.925
C -1.936 -3.066 2.892 0.297 -0.781 0.214
C 1.805 2.248 1.964 -0.122 -0.389 -0.167
C 3.333 3.258 -2.202 -0.278 2.295 -0.719
C -3.497 0.593 4.979 0.170 -0.137 1.141
C -0.149 -3.914 -3.764 -1.073 -1.186 -0.587
C 1.431 1.051 2.835 -0.359 0.432 0.815
C -2.147 2.513 3.977 0.289 -0.627 0.736
C 2.767 3.727 -4.570 1.688 1.924 0.673
H 0.770 -0.362 -2.874 0.646 0.047 0.298
H 3.736 1.521 1.796 0.678 0.211 0.022
H 0.359 0.841 2.769 0.013 -0.105 -0.290
H 0.873 -3.368 1.874 0.252 -0.767 1.136
H 1.987 0.154 2.559 -0.014 0.009 -0.115
H 2.489 -2.382 -3.158 0.178 0.022 -0.214
H -3.512 -5.421 0.790 -0.078 0.420 -0.256
H 2.156 4.166 0.050 -0.087 -0.352 -0.268
H -0.111 -3.431 -6.412 -0.121 0.104 -0.013
H -5.475 -3.524 -5.008 0.006 0.190 0.576
H 0.413 5.400 1.443 0.018 -0.217 -0.089
H -3.814 -0.795 7.273 -0.561 -0.083 0.265
H -5.018 -2.131 -5.957 0.128 0.103 0.013
H -4.938 0.637 7.196 0.004 0.147 -0.070
H 2.642 -5.183 1.764 0.116 0.141 0.160
H -0.788 -4.641 -1.789 0.088 -0.162 -0.228
H 5.527 2.503 3.043 0.283 -0.152 0.289
H -1.507 0.471 4.379 0.104 0.075 -0.274
H -2.853 -2.582 3.233 -0.160 -0.228 -0.084
H -1.787 2.790 4.968 -0.152 0.391 -0.077
H 2.749 0.491 -2.392 0.216 -0.176 -0.038
H 3.761 -0.645 -5.026 -0.477 0.020 0.019
H -1.613 -3.744 3.683 0.225 0.170 0.032
H 3.597 -2.431 3.087 -0.074 0.099 -0.280
H -3.823 -3.404 -5.597 -0.078 -0.008 -0.141
H 2.649 -3.677 3.835 -0.092 -0.111 -0.161
H 2.215 6.506 0.306 0.238 -0.181 -0.224
H -4.253 -4.455 2.126 -0.029 0.392 -0.425
H 3.673 -4.098 0.841 -0.043 0.288 0.033
H 2.048 -4.576 0.269 0.199 0.228 -0.163
H 4.082 4.893 -1.010 -0.259 0.355 0.027
H -0.046 -3.030 -1.917 -0.300 -0.062 0.465
H 3.649 3.164 -4.875 -0.512 -0.441 -0.413
H -5.345 -3.215 -2.732 -0.063 -0.047 -0.486
H 4.683 0.185 -3.946 -0.151 0.665 0.297
H 3.645 3.313 1.399 0.095 -0.301 -0.707
H 1.937 3.826 -5.260 -0.205 -0.963 0.139
H -2.142 -2.450 -1.685 0.038 -0.265 0.242
H -1.366 -4.324 1.124 0.268 0.645 -0.136
H -1.958 5.046 1.502 -0.024 -0.029 0.035
H 2.612 -1.808 -1.551 0.431 0.455 0.253
H -2.677 -0.378 2.416 -0.356 -0.097 0.807
H -2.082 0.985 1.970 0.091 0.388 0.407
H -3.066 3.042 3.725 0.011 0.082 0.076
H -0.073 6.929 0.803 -0.021 0.129 -0.382
H -3.402 -4.471 -1.800 -0.466 0.213 0.080
H 1.585 1.266 3.895 0.323 0.015 -0.109
H 1.256 6.693 -1.143 0.414 -0.386 -0.409
H -0.766 -4.604 -4.363 0.050 -0.014 0.093
H -2.258 -2.072 0.608 0.238 -0.329 0.127
H -2.626 4.317 0.035 0.002 -0.001 -0.182
H 0.333 1.726 0.759 -0.107 0.277 -0.092
H -4.288 -2.080 -1.987 0.097 0.401 -0.378
H 0.495 -1.726 -6.090 -0.250 -0.143 -0.429
H -4.408 1.198 4.902 -0.098 -0.161 -0.545
H -3.060 -5.621 2.429 0.236 0.077 -0.105
H 3.372 1.026 -4.888 -0.222 0.280 0.512
H 0.822 -4.411 -3.676 0.253 0.561 -0.118
H 1.991 -2.073 3.754 0.007 0.110 -0.189
H -3.399 0.666 8.184 -0.661 -0.113 0.448
H 1.488 -3.070 -5.686 -0.146 -0.279 0.080
H 2.972 2.565 -1.444 0.230 -0.430 -0.247
H -1.206 -2.268 2.739 0.242 -0.197 -0.026
H 4.084 -1.878 -2.667 0.005 -0.123 0.622
H 3.139 4.768 -4.537 0.019 -0.138 0.067
H 3.077 5.434 -2.396 0.317 -0.108 -0.146
H 5.138 3.522 4.468 0.135 -0.019 -0.116
H -1.362 2.740 3.254 0.024 0.059 -0.064
H -3.704 -0.480 4.857 -0.310 0.082 -0.381
H 1.272 3.150 2.280 0.024 -0.025 0.131
H 1.610 1.007 0.282 0.553 0.265 0.101
H 4.311 3.018 -2.614 0.126 -0.083 0.298
H -2.603 6.114 0.217 -0.271 -0.211 0.137
H 0.939 -1.675 0.900 0.463 -0.301 0.072
H -3.158 -4.423 -3.534 -0.219 -0.053 -0.009
H 4.785 1.803 4.561 0.130 -0.180 -0.283
```
Forces are in eV/Å.

Mulliken atomic charge list, values in e, 5 entries:
1. Sn 1.296
2. Sn 1.347
3. Sn 1.404
4. P 0.170
5. O -0.005

No. 3
C2H5NO2 in the gas phase. Source: the OMol25 dataset; level of theory: ωB97M-V/def2-TZVPD.

## Properties
Structure (SMILES): COC(N)=O
HOMO (eV): -10.51
Energy relative to the best compared isomer or geometry (same formula, charge and spin) (kJ/mol): 80.92

Structure (XYZ):
```
10
Properties=species:S:1:pos:R:3:forces:R:3
O -0.001 -0.817 -0.096 0.620 -0.191 0.286
O 1.930 0.482 -0.004 -0.607 -0.078 -0.260
N 0.149 0.782 -1.494 -0.004 -0.221 0.171
C -0.569 -0.620 1.184 0.066 -0.027 0.435
C 0.864 0.230 -0.496 -0.037 -0.314 0.378
H 0.454 1.505 -2.129 -0.169 -0.304 0.162
H -1.312 -1.408 1.340 0.232 0.113 -0.023
H -0.677 0.182 -1.482 -0.097 1.165 -1.418
H 0.225 -0.687 1.925 -0.142 0.044 0.296
H -1.071 0.358 1.253 0.139 -0.187 -0.027
```
Forces are in eV/Å.

Mulliken atomic charge list, values in e, 5 entries:
1. O -0.416
2. O -0.548
3. N -0.329
4. C -0.609
5. C 0.614

No. 4
2 unconnected molecules or ions with the total composition C2H4IN. Source: the OMol25 dataset; level of theory: ωB97M-V/def2-TZVPD.

## Properties
HOMO (eV): -7.98
Energy relative to the best compared isomer or geometry (same formula, charge and spin) (kJ/mol): 298.59

Structure (XYZ):
```
8
Properties=species:S:1:pos:R:3:forces:R:3
I -3.883 -0.012 -0.004 -0.262 -0.227 -0.084
N 0.313 0.941 0.097 -2.065 3.115 -0.777
C -0.200 1.988 -0.239 0.028 -0.656 -0.692
C 0.876 -0.150 -0.015 1.488 -1.288 0.350
H 1.883 -0.186 -0.203 2.494 0.570 -0.957
H -2.718 0.973 0.439 0.267 0.211 0.060
H -0.328 2.941 0.211 0.066 0.263 1.040
H 0.599 -1.090 0.268 -2.016 -1.988 1.060
```
Forces are in eV/Å.

Mulliken atomic charge list, values in e, 5 entries:
1. I -0.066
2. N -0.057
3. C -0.295
4. C -0.415
5. H 0.247